C19H24KNS2Sb2 | ωB97M-V/def2-TZVPD

The geometry in XYZ format:
```
49
Properties=species:S:1:pos:R:3:forces:R:3
K 1.809305 -1.023709 -3.282365 0.22 0.20 -0.27
C 3.004137 2.008427 -0.097374 0.00 0.09 0.04
Sb 1.482903 2.134931 -1.601778 0.11 -0.02 0.01
C 1.468519 4.278591 -1.640869 0.00 0.04 0.01
C -0.300269 1.921017 -0.379322 -0.17 -0.02 -0.07
C -0.060229 1.902805 1.089273 0.04 -0.01 0.11
C 0.164046 3.106177 1.757720 0.01 0.02 0.05
C 0.452233 3.145718 3.111167 -0.01 0.02 -0.02
C 0.514291 1.959023 3.825121 0.00 -0.05 0.03
C 0.267100 0.759178 3.179253 0.01 0.04 0.01
C -0.028729 0.701302 1.815957 0.03 0.11 0.05
C -0.300981 -0.627790 1.192855 -0.06 -0.09 0.00
Sb 1.398033 -1.488259 0.149905 -0.01 -0.05 0.14
C 0.754399 -3.496117 0.484994 0.01 0.07 0.08
C 2.685336 -1.399683 1.865640 0.03 0.00 0.03
H 2.613852 2.358481 0.858289 -0.01 0.00 0.01
H 3.822041 2.659640 -0.407229 0.01 0.00 0.00
H 3.385858 0.996644 0.016437 -0.02 -0.03 -0.03
H 1.551082 4.677823 -0.630373 0.00 -0.04 0.01
H 0.544880 4.637704 -2.092770 -0.01 -0.02 -0.01
H 2.306599 4.642717 -2.232672 0.02 -0.01 -0.01
H -0.806303 1.020972 -0.717023 0.00 0.00 -0.02
H -0.923022 2.773566 -0.660349 0.03 0.00 -0.02
H 0.107215 4.033131 1.198091 0.00 0.01 -0.02
H 0.619431 4.093818 3.605719 0.00 0.00 -0.01
H 0.736988 1.968348 4.884036 0.00 -0.01 0.01
H 0.289051 -0.164952 3.744920 0.00 -0.01 0.01
H -1.139429 -0.605839 0.494884 0.02 0.00 -0.02
H -0.543290 -1.354888 1.969274 0.00 -0.01 -0.01
H 0.622043 -3.626958 1.559131 0.00 -0.04 0.00
H 1.483653 -4.204783 0.101360 0.02 0.00 -0.03
H -0.192443 -3.665889 -0.021921 -0.03 0.00 -0.02
H 2.205404 -1.880909 2.717873 -0.02 -0.01 -0.01
H 2.903581 -0.364679 2.125441 0.00 0.02 -0.01
H 3.621819 -1.913958 1.652538 0.01 -0.01 -0.01
S 1.325892 -3.943944 -3.189312 -0.02 0.08 0.01
C -0.196892 -3.273758 -2.790506 0.22 -0.41 -0.06
N -0.537825 -2.007608 -2.699301 -0.14 -0.08 0.01
C -1.863529 -1.867340 -2.330285 -0.14 0.09 -0.01
C -2.528694 -0.648340 -2.186705 0.04 -0.07 0.00
C -3.853375 -0.641511 -1.791110 -0.03 -0.04 0.02
C -4.531014 -1.838175 -1.548948 -0.03 0.09 0.00
C -3.894581 -3.055306 -1.714232 0.00 -0.04 0.01
C -2.563037 -3.064850 -2.108210 -0.03 0.09 0.02
S -1.500136 -4.399702 -2.419350 -0.11 0.05 0.02
H -2.003739 0.272634 -2.405701 0.01 0.02 0.00
H -4.376732 0.298374 -1.671941 0.02 0.01 -0.01
H -5.567285 -1.811661 -1.239875 -0.01 -0.02 0.01
H -4.428156 -3.980414 -1.540359 0.01 -0.02 0.00
```
Forces are in eV/Å.

- Energy relative to the best compared isomer or geometry (same formula, charge and spin): 0.0 kcal/mol
- Net charge: 0
- HOMO-LUMO gap: 6.98 eV

Mulliken atomic charge list, values in e, 8 entries: K 0.89; C -1.06; Sb 0.49; C -1.33; C -0.59; C 0.62; C -0.43; C -0.66

C2H4GaLiO | ωB97M-V/def2-TZVPD

The geometry in XYZ format:
```
9
Properties=species:S:1:pos:R:3:forces:R:3
O -0.386595 0.606036 -0.681781 1.26 0.47 -1.97
Li 0.335352 1.065274 -2.365883 0.35 0.20 0.24
C 0.092024 0.920537 0.522348 0.93 0.20 3.36
C 0.316722 0.019432 1.522532 -1.17 0.54 -0.47
H 0.236395 1.994074 0.713724 -0.05 -0.45 -0.21
H 0.041531 -1.031328 1.383874 0.25 0.31 0.00
H 2.123843 -0.583967 2.189556 0.01 0.04 -0.21
Ga -1.838617 -0.309684 -1.237209 -1.98 -1.26 -0.27
H 0.319288 0.380918 2.554234 0.40 -0.05 -0.47
```
Forces are in eV/Å.

- Net charge: +1
- Multiplicity: 2
- HOMO-LUMO gap (spin up / spin down): 6.64 / 8.30 eV
- ⟨S²⟩: 0.776

Mulliken atomic charge list, values in e, 8 entries: O -0.30; Li 0.86; C 0.33; C -1.13; H 0.33; H 0.32; H 0.09; Ga 0.15

C2H3BrIN4 | ωB97M-V/def2-TZVPD

The geometry in XYZ format:
```
11
Properties=species:S:1:pos:R:3:forces:R:3
Br -0.132943 -1.195551 -3.119120 0.00 -0.18 0.07
N -0.056017 -1.388423 -1.294765 0.01 0.58 0.40
C -0.024149 -0.314692 -0.501179 -0.07 -0.30 -0.41
N -0.027285 0.953160 -0.929262 -0.10 -0.10 -0.70
C 0.015330 1.677623 0.152405 0.23 0.49 0.12
N 0.068110 0.943749 1.245224 -0.13 -0.12 0.53
N 0.013672 -0.365676 0.845565 0.12 -0.42 0.17
I 0.042752 -1.987377 2.072525 0.01 0.25 -0.05
H -0.058224 -2.302968 -0.881245 -0.01 -0.32 -0.23
H 0.039128 2.747896 0.202181 -0.03 0.30 -0.09
H 0.119627 1.232260 2.207670 -0.03 -0.18 0.19
```
Forces are in eV/Å.

- Energy relative to the best compared isomer or geometry (same formula, charge and spin): 0.6 kcal/mol
- Net charge: +1
- HOMO-LUMO gap: 8.03 eV
- Structure (SMILES): BrNc1nc[nH][n+]1I

Mulliken atomic charge list, values in e, 8 entries: Br 0.11; N -0.36; C 0.73; N -0.48; C -0.04; N 0.04; N -0.31; I 0.42

Calculated total energy (computed, eV): -72654.111; -56757.762; -86217.403